(1)
Computed, not measured: a molecular structure, C21H29F2NO7P2STeV at a distorted geometry, with ωB97M-V/def2-TZVPD.

Output
Multiplicity: 4
Net charge: -2
HOMO-LUMO gap (alpha / beta) (hartree): 0.22424 / 0.25312
Highest occupied orbital energy (alpha / beta) (eV): -1.8 / -2.6

The geometry in XYZ format:
```
65
Properties=species:S:1:pos:R:3:forces:R:3
V 0.73710 1.11774 0.02383 0.21 0.04 -0.05
O 0.09979 0.50024 -3.55733 0.35 -0.71 0.88
C -0.48994 1.57994 -3.66183 -0.69 0.34 -0.68
O -0.40698 2.37355 -4.61908 -0.41 0.62 0.45
C -1.59787 1.84146 -2.57139 1.16 -1.17 2.29
C -2.91953 2.02902 -2.91421 0.07 -0.36 1.72
C -3.91849 1.97231 -1.90503 0.55 0.88 -1.38
C -3.58737 1.90776 -0.57485 0.25 -0.67 -1.03
C -2.23267 1.66370 -0.27227 -0.17 0.41 -0.72
N -1.25597 1.58034 -1.20611 -1.20 0.94 -0.96
C -1.92512 1.43521 1.21004 -1.87 -0.11 0.26
O -2.89666 1.59036 2.00683 1.65 -0.14 -0.80
O -0.77104 1.02786 1.46107 0.59 0.06 0.35
H -3.16243 2.15901 -3.93534 -0.24 0.14 -0.86
H -4.93662 2.09538 -2.26681 -0.10 -0.10 0.38
H -4.36462 1.89955 0.16944 0.28 0.04 0.35
C -3.60241 -3.04626 1.94143 -2.16 -1.04 -0.31
P -2.15174 -2.12248 1.31647 -0.30 0.58 1.07
C -1.59697 -1.47433 2.97864 0.49 0.32 0.59
C -0.91132 -3.43539 1.05894 -0.24 1.10 -0.39
C -1.03341 -4.66876 1.66768 1.57 -1.10 -1.30
C -0.03366 -5.62781 1.38825 -0.67 1.22 0.42
C 1.07422 -5.20499 0.68802 0.74 -0.95 0.32
C 1.23881 -3.93610 0.14598 -0.89 -0.21 0.34
C 0.17646 -3.03693 0.22343 -0.28 -0.12 0.19
P 0.13151 -1.41173 -0.79116 0.76 -0.85 -0.01
C 1.77156 -1.50311 -1.63989 0.10 -1.17 -0.99
C -1.04033 -2.00366 -2.11615 -0.61 -1.99 1.41
H -3.49929 -3.74314 2.78055 0.58 0.30 0.22
H -4.08812 -3.71897 1.17848 0.53 0.81 0.20
H -4.42696 -2.35887 2.26448 0.85 -0.20 -0.37
H -1.74354 -2.18162 3.85385 -0.21 0.62 -1.07
H -2.04942 -0.45977 3.16152 0.30 -1.07 -0.11
H -0.50389 -1.31517 2.92564 -0.43 0.14 -0.13
H -1.89036 -4.95798 2.22599 -0.53 0.07 0.48
H -0.06045 -6.63416 1.77852 -0.15 -0.10 0.07
H 1.86421 -5.95327 0.64008 0.20 0.32 -0.36
H 2.17872 -3.70960 -0.30021 0.36 0.33 -0.50
H 2.63098 -1.45472 -0.96000 -0.45 0.07 0.11
H 1.76913 -0.59160 -2.23883 0.14 -0.10 -0.21
H 1.92126 -2.40767 -2.32989 -0.40 1.12 0.87
H -0.74521 -3.01466 -2.44135 0.43 0.29 -0.04
H -1.15493 -1.39556 -2.97337 0.17 1.04 -0.57
H -2.03362 -2.24087 -1.66432 0.55 0.70 -0.09
C 3.11951 2.91684 -3.55876 -0.05 -0.43 -0.64
S 3.23476 2.75482 -1.77751 -2.47 1.01 0.26
O 2.57297 4.02258 -1.34808 0.78 -1.29 -0.16
O 4.61013 2.62649 -1.37898 0.84 -0.01 0.00
O 2.43247 1.54759 -1.39193 0.27 0.79 -0.33
H 3.47891 3.96286 -3.84557 -0.71 -1.57 0.37
H 2.07285 2.64292 -3.84383 0.59 0.90 0.26
H 3.69749 2.11909 -4.05873 0.21 0.48 0.34
C 0.49087 3.37668 3.13132 -0.22 1.42 0.51
Te 1.10647 3.90910 1.20933 0.05 -0.36 -0.92
C 3.15120 4.05292 1.67626 0.73 0.76 1.08
H 1.21773 2.79558 3.64881 0.20 -1.03 -0.08
H -0.48946 2.95476 2.99398 -0.16 -0.58 0.35
H 0.41386 4.28456 3.71683 -0.33 0.41 0.12
H 3.42819 5.06166 2.07558 -0.32 -0.63 -0.66
H 3.68892 3.81136 0.77343 0.23 0.15 -0.14
H 3.43940 3.36268 2.47341 -0.34 -0.28 -0.20
F 2.25522 -1.10533 1.63165 -0.19 0.52 0.23
C 2.26061 0.32778 1.45665 -0.50 0.26 0.91
F 1.91968 0.88156 2.80976 0.41 -1.01 -1.02
H 3.33543 0.52924 1.45663 0.08 0.16 -0.29
```
Positions in Å, forces in eV/Å.

(2)
Computed, not measured: 3 unconnected molecules or ions with the total composition C21H29F7NO10PS at a distorted geometry, with ωB97M-V/def2-TZVPD.

Output
HOMO-LUMO gap (hartree): 0.33054
Highest occupied orbital energy (eV): -8.7

The geometry in XYZ format:
```
70
Properties=species:S:1:pos:R:3:forces:R:3
C 0.16945 -5.26244 0.06394 -1.31 -1.01 1.96
C 0.84245 -4.76900 -0.76036 1.19 1.16 -1.74
C 1.52371 -4.06784 -1.83487 -0.54 -0.50 0.31
C 0.82821 -2.79939 -2.28657 0.22 -0.66 0.01
O 1.24377 -2.15919 -3.19459 0.30 0.76 -0.52
O -0.32035 -2.51511 -1.63517 -0.14 -0.28 0.57
C -0.51756 -1.21924 -1.11960 0.01 1.09 -0.42
N -1.25155 -0.33058 -1.97327 0.11 -0.65 0.09
C -1.80178 -0.86697 -3.21816 -0.42 0.04 -0.16
C -3.05096 -1.71650 -3.06621 0.13 0.16 -0.18
C -4.21861 -1.02573 -2.39513 -0.24 -0.30 0.11
C -5.45583 -1.91397 -2.45091 0.54 0.00 -0.19
P 0.91641 -0.23453 -0.38905 -0.20 0.70 0.43
C 2.09268 -1.41066 0.37151 -0.15 0.18 -0.42
C 1.89386 0.43477 -1.80979 0.08 -0.45 0.32
C 2.67036 1.66412 -1.32273 -0.08 -0.26 0.02
S -1.59043 -1.63403 0.35829 0.49 -1.54 0.23
O -0.75591 -2.09736 1.43131 0.28 0.41 0.22
O -2.64419 -2.51710 -0.03621 -0.48 0.49 -0.38
C -2.30804 -0.03176 1.03346 0.16 0.29 0.19
F -1.30798 0.63848 1.64978 -0.46 -0.12 -0.32
F -2.87161 0.75107 0.09490 0.17 -0.13 0.23
C -3.38644 -0.32766 2.11268 -0.29 -0.40 0.40
F -2.79997 -0.83098 3.22477 -0.14 0.25 -0.55
F -4.29625 -1.22329 1.66492 0.37 0.43 0.19
C -4.17856 0.95895 2.52239 -0.61 0.13 0.02
F -3.39194 2.04852 2.55542 -0.48 -0.56 0.14
F -5.17762 1.17346 1.63643 0.71 -0.02 0.73
F -4.71838 0.76077 3.74593 0.34 0.31 -0.91
H -0.42523 -5.63833 0.85330 -0.13 -0.19 0.12
H 2.53439 -3.82282 -1.53582 0.29 0.19 -0.12
H 1.57310 -4.73557 -2.68836 0.21 0.04 -0.33
H -0.73934 0.52058 -2.13090 0.04 0.11 -0.06
H -2.08106 -0.00681 -3.81820 0.04 0.32 -0.05
H -1.06813 -1.41624 -3.80242 0.31 -0.09 0.03
H -2.81321 -2.66385 -2.59544 -0.03 -0.15 0.30
H -3.36435 -1.96088 -4.07963 0.01 -0.12 -0.27
H -3.99718 -0.81850 -1.35806 0.11 0.17 0.19
H -4.41120 -0.07562 -2.88675 -0.02 0.24 -0.12
H -5.28289 -2.78935 -1.83441 -0.15 -0.16 0.24
H -5.58276 -2.27527 -3.46625 -0.28 -0.03 -0.25
H -6.35177 -1.39919 -2.13518 -0.26 0.06 0.14
H 2.61406 -0.85258 1.13671 0.09 0.02 0.14
H 2.83657 -1.70206 -0.36154 0.15 -0.32 -0.08
H 1.59631 -2.25543 0.82691 -0.11 -0.22 0.05
H 2.58405 -0.33948 -2.12299 0.08 -0.11 -0.26
H 1.25945 0.63347 -2.66307 -0.20 0.16 -0.15
H 3.70835 1.40308 -1.16877 0.29 0.07 -0.01
H 2.29979 2.01853 -0.36910 -0.13 0.19 0.18
H 2.61208 2.48565 -2.02200 0.07 0.19 -0.18
O 4.15607 5.23551 -1.50777 0.20 -0.07 -0.12
C 3.16166 5.54806 -0.94860 -0.14 0.03 0.07
O 2.34497 4.68975 -0.28786 -0.07 0.14 0.05
C 1.37973 5.45570 0.43915 -0.09 -0.01 0.09
C 1.35363 6.75791 -0.33536 -0.10 0.04 0.02
O 2.67413 6.81166 -0.88234 -0.06 0.00 0.04
H 0.42213 4.94187 0.45321 0.06 -0.12 -0.09
H 1.73357 5.58487 1.46339 0.02 0.03 -0.01
H 0.63374 6.74144 -1.15554 0.01 -0.03 -0.01
H 1.16608 7.62764 0.28820 0.15 0.05 -0.02
O 4.55476 -0.12229 2.03266 0.13 0.09 -0.13
C 4.19809 -0.20655 3.16086 -0.03 0.00 0.11
O 4.09385 0.83343 4.01922 -0.02 -0.02 0.07
C 3.40583 0.38094 5.19144 -0.07 0.02 0.10
C 3.66805 -1.11135 5.16073 -0.02 -0.03 0.12
O 3.82495 -1.35982 3.75987 0.00 -0.02 0.08
H 3.80210 0.87177 6.07585 0.12 0.08 -0.09
H 2.34610 0.62039 5.09010 0.00 -0.03 -0.03
H 4.59313 -1.38431 5.67087 0.02 0.03 -0.02
H 2.84944 -1.70275 5.56078 -0.04 -0.06 -0.15
```
Positions in Å, forces in eV/Å.

(3)
Computed, not measured: C21H29FN2O2 in the gas phase, with ωB97M-V/def2-TZVPD.

Output
HOMO-LUMO gap (hartree): 0.35563
Highest occupied orbital energy (eV): -9.1

The geometry in XYZ format:
```
55
Properties=species:S:1:pos:R:3:forces:R:3
O -1.97094 -0.44690 -0.77452 -0.03 -0.42 -0.12
C -1.67437 0.66682 -0.40039 0.03 0.40 0.57
N -1.74065 1.75910 -1.19089 -0.02 0.39 -0.19
C -2.02742 1.68862 -2.60654 0.03 0.09 -0.31
C -0.77888 1.95948 -3.44853 -0.08 -0.36 0.27
C 0.26992 0.86384 -3.26836 -0.02 0.28 -0.38
C 1.56851 1.15527 -4.02018 -0.20 -0.12 0.18
C 2.57638 -0.01033 -3.90013 0.05 -0.01 0.00
C 3.76236 0.53976 -3.10633 0.08 0.00 -0.16
C 3.78698 2.01361 -3.49370 -0.03 0.01 0.19
C 2.30766 2.38968 -3.46869 0.10 0.04 -0.25
C -1.15921 0.96403 1.00867 0.09 -0.48 -0.07
C 0.37002 0.91516 1.00747 -0.07 0.25 0.12
C 0.86980 1.26292 2.40002 0.10 -0.11 -0.04
C 0.21709 0.45929 3.51183 0.24 0.35 -0.12
O 0.75999 0.34705 4.59695 0.31 -0.03 0.24
N -1.00341 -0.06175 3.26238 -0.35 -0.02 0.09
C -1.64996 -0.85006 4.29895 0.03 0.06 0.28
C -1.59323 -2.31942 3.97653 -0.32 -0.02 -0.02
C -0.37689 -2.99207 3.96484 -0.10 -0.08 -0.02
C -0.30942 -4.33280 3.63265 0.14 -0.02 0.00
C -1.46207 -5.02867 3.30554 -0.04 0.03 0.01
C -2.68529 -4.38275 3.30999 -0.12 0.09 0.00
C -2.73019 -3.04110 3.64009 0.26 -0.05 0.08
F -3.93137 -2.41615 3.63788 0.08 -0.04 -0.02
C -1.66712 -0.09649 1.97622 -0.15 0.00 -0.48
H -1.41943 2.64659 -0.83708 -0.03 -0.13 0.13
H -2.40264 0.68115 -2.79638 -0.05 0.13 -0.02
H -2.81021 2.41494 -2.84703 0.00 -0.13 0.00
H -0.36039 2.92837 -3.16585 0.01 0.11 -0.05
H -1.07040 2.01690 -4.49843 0.01 0.08 -0.08
H 0.49282 0.74100 -2.20613 0.05 -0.08 0.08
H -0.14912 -0.07975 -3.62375 -0.03 -0.08 0.06
H 1.32216 1.31800 -5.07339 0.00 0.00 0.00
H 2.90885 -0.32039 -4.89115 0.01 -0.07 -0.02
H 2.13023 -0.87586 -3.41237 -0.04 -0.10 -0.05
H 3.57616 0.44429 -2.03520 0.03 -0.01 0.08
H 4.69308 0.02471 -3.33913 0.05 -0.05 0.09
H 4.38490 2.62183 -2.81595 0.08 0.06 -0.05
H 4.18630 2.12565 -4.50288 0.06 0.03 -0.06
H 2.10029 3.28883 -4.04740 -0.06 0.09 0.07
H 2.00309 2.57057 -2.43568 -0.07 0.05 0.10
H -1.49221 1.95775 1.32521 0.02 0.00 -0.02
H 0.78205 1.61734 0.27812 0.02 -0.07 -0.03
H 0.69230 -0.09059 0.72908 0.00 -0.03 -0.08
H 1.94779 1.11502 2.48314 -0.09 0.02 0.10
H 0.67174 2.31673 2.61940 0.02 -0.02 0.02
H -1.10799 -0.65030 5.22738 -0.18 -0.03 -0.14
H -2.68762 -0.51969 4.40091 0.14 -0.02 0.01
H 0.51698 -2.44494 4.22468 0.12 0.08 0.04
H 0.64441 -4.83793 3.63027 0.08 -0.05 0.01
H -1.41090 -6.07509 3.04659 -0.01 -0.09 -0.02
H -3.59864 -4.89803 3.05810 -0.10 -0.04 -0.03
H -2.74133 0.03825 2.14449 0.07 -0.06 -0.01
H -1.53056 -1.08152 1.50867 -0.10 0.16 0.05
```
Positions in Å, forces in eV/Å.

(4)
Computed, not measured: a molecular structure, C21H29N4O6V at a distorted geometry, with ωB97M-V/def2-TZVPD.

Output
Multiplicity: 2
Net charge: -1
HOMO-LUMO gap (alpha / beta) (hartree): 0.25355 / 0.25363
Highest occupied orbital energy (alpha / beta) (eV): -4.6 / -4.6

The geometry in XYZ format:
```
61
Properties=species:S:1:pos:R:3:forces:R:3
O 13.93928 -12.99258 3.78991 0.92 -0.59 -0.01
V 14.68015 -14.33580 4.13341 -3.29 1.67 2.59
C 10.97620 -14.17656 4.54615 0.25 0.77 0.64
C 11.67076 -15.37969 5.17239 0.52 -0.77 -1.02
C 11.29507 -16.57194 4.22706 0.88 -0.63 0.06
O 13.06237 -15.21759 5.46172 0.17 0.05 -2.16
H 11.26184 -14.01229 3.50714 0.26 -0.03 0.00
H 11.22821 -13.29314 5.13280 0.15 0.23 -0.15
H 9.88873 -14.24643 4.57089 -0.16 -0.34 0.05
H 11.19641 -15.64232 6.11797 -0.18 0.28 0.40
H 11.56728 -17.53952 4.64869 0.39 -0.11 0.30
H 11.81164 -16.51200 3.26911 0.21 0.25 -0.07
H 10.24566 -16.72572 3.97564 -0.35 0.65 0.25
C 15.81242 -11.34720 6.87389 -0.50 0.84 -1.01
C 16.34400 -12.72551 6.49473 -0.18 -1.43 0.13
C 17.40615 -13.19892 7.53751 0.54 1.11 -0.86
O 15.37342 -13.71333 6.23395 0.15 0.01 -1.34
H 14.98399 -11.33731 7.58220 0.12 -0.16 0.07
H 15.49395 -10.84696 5.95931 -0.97 -0.38 -0.29
H 16.54816 -10.57741 7.10667 0.63 -0.46 0.93
H 16.84658 -12.59134 5.53686 0.93 0.39 -0.12
H 18.08225 -12.35699 7.68632 0.11 0.44 0.13
H 18.09574 -13.91096 7.08411 -0.41 -0.75 0.27
H 17.07137 -13.44091 8.54620 -0.41 -0.49 -0.31
N 13.44831 -15.04210 1.15531 -0.20 -0.89 1.40
O 13.09921 -13.91466 1.11287 -1.29 3.96 -1.67
O 13.98342 -15.35525 2.27063 1.62 -2.38 1.07
O 13.22713 -15.85939 0.26947 0.61 -0.68 0.07
N 16.45317 -13.54477 2.62843 0.84 1.36 -0.05
C 17.03182 -14.30722 1.72078 0.94 -1.02 -0.76
C 17.83362 -13.88181 0.65501 0.07 0.03 1.32
C 18.14750 -12.55767 0.56010 -1.64 1.73 0.35
C 17.55296 -11.60483 1.48778 -0.32 -3.62 -0.47
C 16.73695 -12.20570 2.51368 0.86 0.59 -0.99
H 17.04036 -15.38470 1.79396 -1.01 -0.20 0.52
H 18.31065 -14.62106 0.02863 -0.21 -0.03 -0.16
H 18.66202 -12.28890 -0.35063 0.43 0.66 0.23
H 17.65467 -10.55327 1.26353 -0.05 0.09 0.67
H 16.35158 -11.57783 3.30340 -0.42 0.00 -0.06
N 15.93898 -16.19952 4.36463 3.23 -3.50 1.01
C 15.35214 -17.46210 4.34434 1.43 1.41 0.55
C 16.00098 -18.68371 4.73793 -0.03 2.53 -0.43
C 17.34841 -18.63969 5.11541 -0.92 0.01 -1.38
C 18.04169 -17.41098 5.05120 -1.63 0.07 -0.01
C 17.32537 -16.25054 4.74065 -2.15 -0.79 -0.03
H 14.31939 -17.44072 4.02910 -0.12 -0.07 0.00
H 15.39578 -19.57598 4.67500 0.25 -0.16 0.15
H 17.78671 -19.61991 5.23139 0.59 0.17 0.55
H 19.08298 -17.26608 5.29840 0.04 -0.34 0.06
H 17.91263 -15.36113 4.91517 -0.68 0.68 -0.51
N 14.09640 -9.16034 1.76653 0.69 1.30 -1.17
C 13.94653 -10.38744 1.27230 -0.31 0.11 -1.12
C 14.36922 -10.81991 -0.01794 -0.07 1.38 0.97
C 14.87162 -9.83729 -0.86843 -0.12 0.22 1.34
C 15.02695 -8.50494 -0.38882 -1.01 -0.57 1.01
C 14.64139 -8.16713 0.96297 0.91 -3.68 -1.04
H 13.36949 -11.08664 1.85929 0.29 -0.20 0.45
H 14.26857 -11.87162 -0.24195 -0.04 -0.01 -0.26
H 15.19839 -10.10663 -1.86195 -0.02 0.16 -0.17
H 15.36156 -7.81179 -1.14643 0.26 0.51 0.41
H 15.05248 -7.33735 1.51873 -0.58 0.60 -0.34
```
Positions in Å, forces in eV/Å.